Below is a structure of composition C19H28NO5Ti at a distorted geometry, with properties calculated with the ωB97M-V functional and the def2-TZVPD basis.

Atoms and positions in Å:
O1 -1.3401 -0.2659 -2.1921
C1 -2.4265 -1.3223 -2.2629
C2 -1.9171 -1.7255 -3.6314
H1 -3.3854 -0.8099 -2.1844
H2 -2.3421 -2.1139 -1.4859
C3 -0.8979 -0.6130 -3.5273
H3 -2.4408 -1.4469 -4.5174
H4 -1.5353 -2.7445 -3.7376
C4 -1.2513 0.5067 -4.4711
H5 -2.1774 0.9934 -4.1467
H6 -1.4010 0.0888 -5.4713
H7 -0.4496 1.2431 -4.5268
C5 0.4686 -1.1826 -3.6759
H8 0.5191 -2.1807 -3.2357
H9 1.2562 -0.5640 -3.2624
H10 0.6500 -1.2880 -4.7482
Ti1 -0.4950 -0.5556 -0.2876
C6 1.5470 -1.3907 0.5505
C7 0.4947 -1.6265 1.4778
C8 -0.4785 -2.4744 0.8467
H11 0.4944 -1.2756 2.5078
C9 -0.0190 -2.7411 -0.4962
C10 1.2260 -2.0365 -0.6805
H12 1.8629 -2.0509 -1.5607
H13 2.4900 -0.9051 0.7813
H14 -1.3558 -2.8995 1.3279
H15 -0.4804 -3.4254 -1.2035
C11 -0.3299 1.6890 0.6346
C12 0.9233 1.1049 -0.0506
C13 0.7725 1.2859 -1.4379
H16 1.8612 1.0294 0.4892
C14 -0.3242 2.2012 -1.6681
C15 -0.9036 2.5474 -0.4719
H17 -1.6976 3.2690 -0.2979
H18 -0.1451 2.1697 1.6070
H19 1.5033 0.9916 -2.1917
H20 -0.6060 2.5994 -2.6410
O2 -4.3865 -1.7377 -3.9721
C16 -4.1552 -1.9863 -5.3831
C17 -5.4445 -2.3119 -6.1200
H21 -3.4615 -2.8316 -5.4848
H22 -3.7057 -1.1039 -5.8632
C18 -6.4804 -2.4328 -4.9963
H23 -5.3269 -3.2443 -6.6766
H24 -5.6595 -1.4829 -6.8040
C19 -5.7955 -1.8577 -3.7541
H25 -6.6890 -3.4871 -4.8171
H26 -7.3921 -1.9026 -5.2667
H27 -5.9908 -2.4725 -2.8723
H28 -6.2036 -0.8617 -3.5452
O3 2.7005 1.0378 2.4913
N1 1.8489 0.3864 3.1221
O4 1.6464 0.4875 4.3312
O5 -1.2503 0.5730 0.9540

The total charge is -1. For the LUMO energy (alpha / beta), the calculation gives 1.87 / 1.87 eV. Its energy above the lowest of the compared OMol25 structures with the same formula, charge and spin is 0.0 kcal per mole. The calculation puts the orbital gap (alpha / beta) at 4.216 / 4.496 eV. As for the spin multiplicity: 3.